No. 1
A molecular structure, C60H44CaN6O2S2 in a non-equilibrium geometry, computed with ωB97M-V/def2-TZVPD.

Calculated values
net charge = -2
highest occupied orbital energy (spin up / spin down) = -0.0363 / -0.0280 Eh
frontier orbital gap (spin up / spin down) = 0.18378 / 0.16732 hartree
lowest unoccupied orbital energy (spin up / spin down) = 4.0 / 3.8 eV

```
115
Properties=species:S:1:pos:R:3:forces:R:3
Ca -0.278519 0.110265 0.016969 -0.796 -0.148 0.826
C -6.540835 2.985791 -3.596867 -0.005 -0.006 0.005
C -5.329650 3.598292 -3.883870 -0.003 0.007 -0.010
C -4.150971 3.110362 -3.336417 0.021 -0.008 -0.005
C -4.145991 2.012680 -2.471978 -0.068 0.005 -0.009
C -5.378466 1.413119 -2.191086 0.032 0.004 0.023
C -6.556269 1.885438 -2.748228 -0.025 0.009 -0.009
C -2.884145 1.520692 -1.860605 0.015 -0.173 -0.051
C -2.477367 0.165208 -2.203489 0.071 0.231 -0.029
C -3.246421 -0.800806 -2.936722 -0.029 -0.051 -0.025
C -2.461097 -1.915335 -3.085679 -0.021 0.033 -0.075
C -1.197808 -1.653981 -2.448567 0.054 0.095 0.049
N -1.265966 -0.384132 -1.934495 0.240 -0.049 -0.162
C -0.063604 -2.556978 -2.332344 -0.009 -0.060 0.107
C 0.787056 -2.721908 -1.169822 -0.270 -0.053 0.092
C 1.466709 -3.944441 -0.907104 0.077 -0.050 -0.063
C 2.484010 -3.991600 0.042394 0.010 0.081 0.031
C 2.641440 -2.874765 0.864246 -0.012 -0.067 -0.049
C 3.461286 -2.069886 1.618273 0.112 0.032 0.077
C 4.861212 -2.209288 1.897732 -0.118 0.021 -0.029
C 5.561147 -3.306863 1.349796 0.036 -0.021 -0.007
C 6.912716 -3.485247 1.570103 -0.017 -0.002 -0.002
C 7.635395 -2.586863 2.349208 0.044 -0.010 0.008
C 6.965063 -1.504741 2.904550 -0.015 0.011 0.008
C 5.610677 -1.318203 2.688099 0.028 -0.002 0.007
C 2.750698 0.422501 1.067446 0.007 0.049 -0.009
N 1.612299 1.217498 0.617821 -0.025 0.063 -0.182
C 1.680680 2.469908 1.016187 0.000 -0.041 0.036
C 0.756870 3.526493 0.668104 -0.044 0.025 -0.012
C 1.281840 4.807680 0.253789 -0.015 -0.007 0.020
C 2.598595 5.273490 0.533822 0.039 -0.011 -0.003
C 3.055130 6.520988 0.154243 0.011 0.005 0.011
C 2.265122 7.403503 -0.573453 0.006 0.015 -0.005
C 1.012728 6.944027 -0.957628 -0.008 0.015 -0.013
C 0.551689 5.694559 -0.585080 -0.005 -0.003 0.020
C -0.735711 3.200143 0.583366 0.014 0.048 -0.026
C -1.778711 4.266227 0.270767 -0.001 -0.008 0.016
C -2.655968 3.781379 -0.610904 -0.030 -0.015 -0.004
C -2.219570 2.403972 -0.992781 0.061 0.081 0.095
N -1.130867 2.128570 -0.284727 0.353 0.027 -0.298
C 2.863891 2.579083 1.920430 -0.011 -0.002 0.016
C 3.457511 1.390049 1.995302 -0.002 -0.031 0.025
N 0.946302 -1.694586 -0.297547 0.193 0.128 -0.198
C 0.357493 -3.327940 -3.530753 -0.067 -0.016 -0.108
C -0.490355 -3.763767 -4.565438 -0.036 -0.045 0.079
C -0.021200 -4.465320 -5.663625 0.010 -0.008 -0.039
C 1.328773 -4.746823 -5.816035 -0.019 0.010 0.003
C 2.201562 -4.263490 -4.852752 0.017 0.001 0.002
C 1.729810 -3.560966 -3.756324 0.026 0.063 0.009
H -7.461765 3.359517 -4.028258 -0.004 0.003 -0.002
H -5.297750 4.454644 -4.547639 -0.003 0.006 -0.006
H -3.204357 3.578402 -3.579461 0.002 0.003 0.005
H -5.398763 0.570636 -1.510671 0.000 -0.009 0.002
H -7.495161 1.400332 -2.507081 -0.006 -0.002 0.000
H -4.264008 -0.691867 -3.274940 -0.014 0.005 -0.008
H -2.799327 -2.857565 -3.482367 -0.044 0.073 0.002
H 1.254433 -4.808315 -1.518810 0.027 0.008 -0.017
H 3.136454 -4.850159 0.123105 0.019 0.001 -0.016
H 5.026217 -4.014379 0.732578 -0.007 -0.011 -0.011
H 7.411868 -4.338555 1.125271 0.004 -0.005 -0.003
H 8.694581 -2.730206 2.521714 0.004 0.000 0.000
H 7.501838 -0.793500 3.521966 0.005 0.003 0.003
H 5.117634 -0.484275 3.162298 -0.008 0.019 0.007
H 3.303205 4.644074 1.048880 -0.010 0.021 -0.029
H 4.067707 6.801366 0.427879 0.000 0.004 -0.002
H 2.630341 8.378182 -0.871606 0.000 0.007 -0.001
H 0.382235 7.556004 -1.595217 0.000 0.005 -0.003
H -0.385875 5.371149 -1.003621 -0.033 -0.013 -0.009
H -1.819037 5.219702 0.774399 -0.002 0.021 0.015
H -3.544325 4.279616 -0.969879 -0.006 0.002 0.007
H 3.136999 3.450435 2.492933 0.001 -0.008 0.012
H 4.327303 1.163003 2.588800 0.027 -0.009 0.013
H -1.541174 -3.541146 -4.532316 0.039 -0.091 0.011
H -0.731080 -4.786558 -6.417742 -0.001 -0.010 -0.007
H 1.691953 -5.296309 -6.675828 0.002 -0.001 -0.009
H 3.270444 -4.409562 -4.959776 0.007 -0.008 -0.007
H 2.452131 -3.149394 -3.066319 -0.021 -0.015 0.061
C 3.629876 0.171968 -0.172685 0.023 -0.018 -0.022
C 2.407967 -0.964083 1.793796 -0.015 0.024 -0.020
N 1.444946 -2.031315 0.983799 0.072 -0.124 -0.063
N 0.596709 -2.693400 1.962098 -0.013 0.000 0.051
C -0.694883 -2.654139 1.958426 0.026 -0.122 -0.001
S -1.953671 -1.976462 1.030751 0.049 -0.067 -0.024
S -1.391427 -3.619943 3.316825 -0.029 0.068 -0.008
C 0.033827 -4.153729 4.303134 0.029 0.003 -0.013
C 0.602942 -5.506263 3.967380 0.006 -0.010 -0.001
C 0.872421 -6.421239 4.980128 -0.006 0.007 0.003
C 1.432935 -7.660633 4.697526 0.001 -0.011 0.000
C 1.733346 -8.000837 3.387941 0.000 -0.013 0.010
C 1.463174 -7.094846 2.369151 0.001 -0.008 -0.016
C 0.899918 -5.861729 2.652619 -0.009 0.009 0.040
C 1.900965 -0.730082 3.205918 0.008 0.023 0.016
C 2.669674 -1.186960 4.272603 -0.028 -0.012 -0.006
C 2.373035 -0.863644 5.588899 0.000 -0.007 -0.002
C 1.266329 -0.076479 5.863607 -0.011 0.013 0.007
C 0.448246 0.338198 4.826711 0.002 -0.018 -0.003
C 0.747220 0.004989 3.510486 0.016 -0.047 0.038
O -0.135025 0.317959 2.529798 0.036 0.051 -0.050
H 3.092221 -0.454080 -0.883145 0.002 -0.007 0.005
H 4.570108 -0.311719 0.090750 0.010 0.005 0.006
H 3.839592 1.137148 -0.633944 -0.012 0.007 -0.010
H -0.298210 -4.141680 5.343745 -0.012 0.015 -0.025
H 0.795641 -3.383064 4.183843 0.036 0.037 -0.018
H 0.640287 -6.157412 6.006487 -0.001 0.003 0.010
H 1.633345 -8.358257 5.502302 0.002 -0.005 0.004
H 2.172809 -8.964449 3.160263 0.003 -0.009 0.000
H 1.694183 -7.348391 1.341590 0.000 0.002 -0.012
H 0.698005 -5.155988 1.858997 -0.002 0.030 -0.047
H 3.519792 -1.820322 4.062587 -0.004 0.002 -0.003
H 3.001798 -1.233250 6.388932 0.006 0.001 0.007
H 1.019460 0.191431 6.883823 -0.002 0.000 0.006
H -0.454222 0.905929 5.017201 -0.004 0.002 0.000
O -1.085906 2.760622 1.997916 0.005 -0.008 -0.010
H -0.422589 1.268448 2.544164 0.022 0.019 -0.010
H -2.020573 2.513241 1.936661 -0.008 -0.006 0.007
```
Positions in Å, forces in eV/Å.


No. 2
2 unconnected molecules or ions with the total composition CH5O3 in a non-equilibrium geometry, computed with ωB97M-V/def2-TZVPD.

Calculated values
net charge = +1
highest occupied orbital energy = -0.6355 Eh
frontier orbital gap = 0.49618 hartree
lowest unoccupied orbital energy = -3.8 eV

```
9
Properties=species:S:1:pos:R:3:forces:R:3
O 0.916220 -1.199975 -1.395563 0.527 0.066 -0.628
H 0.519505 -2.064321 -1.612089 0.011 0.286 0.295
H 1.889186 -1.251474 -1.401384 -0.158 -0.191 -0.195
H 0.621654 -0.608553 -0.509067 -0.240 -0.408 0.914
O 0.571886 -0.068033 0.714503 0.182 -0.072 -0.717
C -0.323167 0.717695 0.965100 -0.249 0.446 0.042
O -1.336057 0.878293 0.155749 -0.163 -0.034 0.297
H -0.284050 1.347163 1.851435 -0.046 -0.085 0.273
H -2.017389 1.445053 0.561727 0.136 -0.006 -0.281
```
Positions in Å, forces in eV/Å.


No. 3
C5H7N in the gas phase, computed with ωB97M-V/def2-TZVPD.

Calculated values
highest occupied orbital energy = -0.2939 Eh
frontier orbital gap = 0.33196 hartree
lowest unoccupied orbital energy = 1.0 eV

```
13
Properties=species:S:1:pos:R:3:forces:R:3
N 0.749213 -0.825118 1.253682 0.200 0.088 -0.292
C 1.564787 -0.480133 0.404652 -0.462 -0.126 0.354
C 1.090049 0.355404 -0.766854 -0.020 0.072 -0.142
C -0.292324 0.935189 -0.632215 -0.102 -0.047 -0.056
C -0.054805 -1.266944 2.131152 0.022 -0.002 -0.008
C -1.310226 0.661172 -1.441182 0.106 0.020 0.071
H 1.147775 -0.302316 -1.643855 0.019 0.095 0.103
H 1.835543 1.140660 -0.937040 -0.094 -0.102 0.040
H -0.448058 1.603637 0.215571 0.013 -0.074 -0.139
H -0.235331 -0.696391 3.035625 0.063 -0.057 -0.095
H -0.555302 -2.214810 1.962798 0.080 0.097 0.035
H -1.198234 -0.010852 -2.290455 0.016 0.087 0.127
H -2.293093 1.100507 -1.291879 0.160 -0.051 0.003
```
Positions in Å, forces in eV/Å.


M, record by record: 985.264 65.048 81.118 g/mol
Energy above the lowest of the compared OMol25 structures with the same formula, charge and spin, record by record: 574.2 4.8 304.2 kJ/mol